Record 1
The following is a quantum chemistry calculation of an isolated molecule of CHClF3NO2S in a non-equilibrium geometry, from the OMol25 dataset.

Last column: Löwdin charge in e.
Atoms and positions in Å:
C: -0.195 -2.572 0.972  -0.6438
N: -0.978 0.590 0.943  -0.5476
O: 1.206 -0.664 -0.407  -0.3220
O: 1.564 -0.758 2.051  -0.3046
F: 0.286 -3.088 2.142  0.1066
F: -1.471 -2.539 0.814  0.2094
F: 0.361 -3.315 0.009  0.1397
S: 0.685 -0.840 0.922  0.7698
Cl: -0.625 1.470 2.348  0.5153
H: -0.518 1.100 0.037  0.0772

Summary:
Frontier orbital gap (spin up / spin down) in Eh: 0.3328 / 0.3328
Charge: 0
Energy relative to the best compared isomer or geometry (same formula, charge and spin) in kJ/mol: 15.2
Highest occupied orbital energy (spin up / spin down) in eV: -10.304 / -10.303
Lowest unoccupied orbital energy (spin up / spin down) in hartree: -0.046 / -0.046
Structure (SMILES): O=S(=O)(NCl)C(F)(F)F

Record 2
The following is a quantum chemistry calculation of the ion CHClFO2S with charge -1 in a non-equilibrium geometry, from the OMol25 dataset.

Last column: Löwdin spin population.
Atoms and positions in Å:
C: -0.245 0.048 -0.708  0.3825
O: -1.802 -1.478 0.442  0.4408
O: -0.404 -0.889 -1.611  0.2934
F: -0.123 1.365 -1.152  0.0653
S: -2.022 -0.508 -0.603  0.6464
Cl: -3.909 0.464 0.186  0.1431
H: 0.306 -0.205 0.321  0.0285

Summary:
Frontier orbital gap (spin up / spin down) in Eh: 0.1873 / 0.2410
Charge: -1
Energy relative to the best compared isomer or geometry (same formula, charge and spin) in kJ/mol: 0.0
Highest occupied orbital energy (spin up / spin down) in eV: -0.913 / -4.486
2S+1: 3
Lowest unoccupied orbital energy (spin up / spin down) in hartree: 0.154 / 0.076

Record 3
The following is a quantum chemistry calculation of a cluster of 2 separate species, CHClFO3 in total in a non-equilibrium geometry, from the OMol25 dataset.

Last column: Löwdin spin population.
Atoms and positions in Å:
C: -1.174 -0.353 0.774  -0.0007
O: 2.485 0.830 -1.579  0.9755
O: 0.526 0.586 -0.658  0.4701
O: 1.717 0.214 -0.800  0.5569
F: -0.296 -0.472 1.686  -0.0023
Cl: -1.964 -1.605 0.199  -0.0005
H: -1.294 0.800 0.377  0.0009

Summary:
Frontier orbital gap (spin up / spin down) in Eh: 0.2951 / 0.3149
Charge: +1
Energy relative to the best compared isomer or geometry (same formula, charge and spin) in kJ/mol: 317.0
Highest occupied orbital energy (spin up / spin down) in eV: -15.319 / -16.393
2S+1: 3
Lowest unoccupied orbital energy (spin up / spin down) in hartree: -0.268 / -0.288

Record 4
The following is a quantum chemistry calculation of a structure of composition CHClI2, from the OMol25 dataset.

Last column: Löwdin charge in e.
Atoms and positions in Å:
C: 1.277 -1.874 0.401  -1.9278
Cl: 0.937 -2.114 2.042  0.4436
I: 3.091 -0.913 -0.046  0.6718
I: 0.670 -3.374 -0.919  0.6986
H: -0.157 0.246 -0.083  0.1138

Summary:
Frontier orbital gap (spin up / spin down) in Eh: 0.2832 / 0.3135
Charge: 0
Energy relative to the best compared isomer or geometry (same formula, charge and spin) in kJ/mol: 398.2
Highest occupied orbital energy (spin up / spin down) in eV: -8.410 / -9.719
Lowest unoccupied orbital energy (spin up / spin down) in hartree: -0.026 / -0.044

- Which of these has the highest charge?
  CHClFO3

- What is the formula in the second record?
  CHClFO2S

- Which formula does entry 1 have?
  CHClF3NO2S

- What is the energy relative to the best compared isomer or geometry (same formula, charge and spin) in the second record?
  0.0 kJ/mol